# 1
{
  "formula": "C8H8ClFO",
  "method": "the ωB97M-V functional and the def2-TZVPD basis",
  "symbols": ["C", "C", "C", "C", "C", "C", "C", "C", "O", "F", "Cl", "H", "H", "H", "H", "H", "H", "H", "H"],
  "positions_angstrom": [[1.127, -2.072, 0.850], [0.048, -1.671, 1.648], [1.385, -1.362, -0.277], [-0.745, -0.618, 1.308], [0.510, -0.291, -0.753], [-0.580, 0.002, 0.034], [-1.475, 2.021, -1.333], [-1.586, 1.068, -0.183], [-1.572, 2.120, 1.387], [-0.362, 2.279, 1.984], [-3.225, 0.602, 0.076], [1.718, -2.850, 1.394], [-0.063, -2.088, 2.692], [2.193, -1.505, -0.974], [-1.578, -0.250, 1.946], [0.639, 0.013, -1.819], [-0.696, 2.852, -1.289], [-1.106, 1.392, -2.164], [-2.472, 2.538, -1.452]],
  "nbo_charge": [-0.198, -0.205, -0.209, -0.159, -0.174, -0.170, -0.687, 0.273, -0.246, -0.162, 0.059, 0.230, 0.218, 0.217, 0.247, 0.224, 0.259, 0.233, 0.250],
  "e_homo_ev": -9.6203,
  "spin_multiplicity": 1,
  "energy_ha": -944.7420,
  "lumo_energy_ev": -0.065,
  "relative_energy_ev": 3.425
}

---

# 2
{
  "formula": "C17H18N2O8S",
  "method": "the ωB97M-V functional and the def2-TZVPD basis",
  "symbols": ["C", "H", "H", "H", "O", "C", "O", "C", "N", "S", "O", "O", "C", "C", "C", "C", "C", "C", "N", "O", "O", "H", "H", "H", "H", "C", "C", "C", "C", "C", "C", "O", "C", "H", "H", "H", "H", "O", "C", "H", "H", "H", "H", "H", "H", "H"],
  "positions_angstrom": [[0.053, 0.313, 4.944], [0.530, -0.633, 5.204], [0.159, 1.024, 5.760], [-1.000, 0.136, 4.717], [0.713, 0.887, 3.822], [0.430, 0.374, 2.633], [-0.414, -0.464, 2.434], [1.298, 1.007, 1.553], [1.005, 0.537, 0.232], [1.644, -0.895, -0.273], [1.413, -1.016, -1.680], [2.978, -1.027, 0.224], [0.627, -2.190, 0.479], [-0.550, -2.508, -0.175], [-1.342, -3.549, 0.279], [-0.936, -4.304, 1.368], [0.248, -4.004, 2.016], [1.018, -2.932, 1.580], [2.193, -2.613, 2.361], [2.954, -3.518, 2.602], [2.283, -1.486, 2.792], [0.582, -4.582, 2.865], [-1.541, -5.128, 1.716], [-2.268, -3.779, -0.225], [-0.816, -1.930, -1.045], [-0.037, 1.070, -0.559], [-1.377, 0.916, -0.245], [-2.355, 1.388, -1.096], [-1.998, 1.998, -2.299], [-0.654, 2.151, -2.626], [0.334, 1.702, -1.756], [1.662, 1.848, -1.957], [2.120, 2.205, -3.240], [3.204, 2.123, -3.195], [1.738, 1.519, -4.001], [1.846, 3.235, -3.496], [-0.371, 2.622, -3.553], [-3.030, 2.409, -3.083], [-2.746, 3.021, -4.318], [-2.182, 3.950, -4.188], [-3.714, 3.248, -4.762], [-2.193, 2.349, -4.983], [-3.401, 1.281, -0.863], [-1.646, 0.413, 0.671], [1.203, 2.095, 1.597], [2.335, 0.735, 1.771]],
  "nbo_charge": [-0.263, 0.194, 0.198, 0.201, -0.503, 0.820, -0.633, -0.331, -0.687, 2.350, -0.930, -0.930, -0.327, -0.171, -0.187, -0.194, -0.201, 0.134, 0.527, -0.350, -0.382, 0.237, 0.223, 0.223, 0.249, 0.002, -0.178, -0.288, 0.344, -0.422, 0.433, -0.496, -0.252, 0.207, 0.185, 0.171, 0.227, -0.489, -0.254, 0.176, 0.203, 0.177, 0.225, 0.246, 0.241, 0.274],
  "e_homo_ev": -8.3178,
  "spin_multiplicity": 1,
  "energy_ha": -1768.0963,
  "smiles": "COC(=O)CN(c1ccc(OC)cc1OC)S(=O)(=O)c1ccccc1[N+](=O)[O-]",
  "lumo_energy_ev": -0.124,
  "relative_energy_ev": 0.000
}

---

# 3
{
  "formula": "C17H7BrF5IIrN2O4S",
  "method": "the ωB97M-V functional and the def2-TZVPD basis",
  "symbols": ["Ir", "O", "C", "O", "C", "C", "N", "N", "C", "C", "O", "O", "H", "H", "H", "F", "C", "C", "F", "C", "F", "C", "S", "C", "F", "C", "F", "Br", "C", "C", "C", "C", "C", "C", "I", "H", "H", "H", "H"],
  "positions_angstrom": [[0.697, 0.133, 0.214], [5.503, -3.551, 0.487], [5.869, -2.271, 0.440], [7.005, -1.900, 0.445], [4.784, -1.226, 0.377], [5.089, 0.113, 0.316], [3.934, 0.798, 0.265], [2.876, -0.039, 0.290], [3.391, -1.267, 0.358], [2.389, -2.359, 0.389], [2.693, -3.523, 0.450], [1.134, -1.911, 0.337], [4.553, -3.668, 0.481], [6.062, 0.587, 0.306], [3.817, 1.787, 0.222], [0.180, 7.340, 0.346], [-0.064, 6.071, 0.315], [0.978, 5.170, 0.333], [2.195, 5.589, 0.379], [0.702, 3.805, 0.300], [1.709, 3.005, 0.320], [-0.603, 3.288, 0.247], [-1.067, 1.632, 0.212], [-1.632, 4.240, 0.228], [-2.858, 3.847, 0.177], [-1.369, 5.616, 0.262], [-2.336, 6.458, 0.244], [-3.105, -1.286, -2.762], [-4.029, -2.350, -1.584], [-5.303, -2.760, -1.952], [-6.005, -3.585, -1.109], [-5.444, -4.029, 0.145], [-4.190, -3.654, 0.525], [-3.461, -2.785, -0.297], [-1.588, -2.270, 0.339], [-5.715, -2.453, -2.905], [-6.994, -3.920, -1.401], [-6.027, -4.668, 0.800], [-3.771, -4.003, 1.459]],
  "nbo_charge": [1.186, -0.637, 0.779, -0.521, -0.216, 0.082, -0.295, -0.395, 0.070, 0.768, -0.531, -0.824, 0.507, 0.284, 0.438, -0.221, 0.370, 0.324, -0.251, 0.338, -0.294, -0.336, 0.153, 0.391, -0.248, 0.281, -0.235, 0.296, -0.049, -0.267, -0.042, -0.078, -0.257, -0.135, 0.507, 0.271, 0.261, 0.262, 0.263],
  "e_homo_ev": [-15.0465, -15.0921],
  "charge": 2,
  "spin_multiplicity": 6,
  "energy_ha": -4935.2727,
  "s2": 8.7943,
  "lumo_energy_ev": [-6.377, -10.258]
}

---

# 4
{
  "formula": "C24H26N4O3S",
  "method": "the ωB97M-V functional and the def2-TZVPD basis",
  "symbols": ["C", "H", "H", "C", "N", "S", "O", "O", "C", "C", "C", "C", "C", "C", "H", "H", "N", "H", "C", "N", "C", "O", "C", "C", "C", "C", "N", "C", "H", "H", "H", "C", "C", "C", "C", "C", "C", "C", "H", "H", "H", "H", "H", "H", "H", "H", "H", "H", "C", "C", "H", "H", "H", "H", "H", "H", "H", "H"],
  "positions_angstrom": [[-4.904, 0.494, 2.732], [-5.871, 0.005, 2.829], [-5.050, 1.481, 2.303], [-3.974, -0.314, 1.830], [-4.435, -0.462, 0.468], [-4.147, 0.873, -0.505], [-4.860, 0.673, -1.733], [-4.362, 2.109, 0.199], [-2.398, 0.681, -0.792], [-1.492, 1.564, -0.238], [-0.137, 1.394, -0.449], [0.325, 0.329, -1.226], [-0.611, -0.555, -1.783], [-1.961, -0.378, -1.569], [-2.690, -1.046, -1.997], [-0.261, -1.377, -2.391], [1.657, 0.120, -1.495], [1.857, -0.743, -1.976], [2.749, 0.671, -0.750], [2.673, 0.427, 0.686], [2.866, 1.529, 1.463], [2.886, 1.544, 2.673], [3.034, 2.657, 0.514], [3.232, 4.011, 0.712], [3.297, 4.804, -0.427], [3.171, 4.213, -1.678], [2.991, 2.912, -1.874], [2.917, 2.171, -0.791], [3.218, 4.808, -2.580], [3.445, 5.869, -0.348], [3.328, 4.421, 1.706], [2.380, -0.885, 1.218], [3.239, -1.932, 0.563], [2.675, -2.923, -0.228], [3.478, -3.859, -0.858], [4.853, -3.805, -0.709], [5.423, -2.815, 0.076], [4.620, -1.884, 0.709], [5.061, -1.113, 1.324], [6.495, -2.772, 0.197], [5.480, -4.533, -1.202], [3.030, -4.630, -1.467], [1.600, -2.969, -0.342], [2.578, -0.826, 2.293], [1.317, -1.116, 1.071], [3.664, 0.208, -1.153], [0.557, 2.095, -0.017], [-1.866, 2.386, 0.352], [-5.664, -1.199, 0.228], [-5.466, -2.207, -0.898], [-5.259, -1.675, -1.822], [-6.366, -2.803, -1.026], [-4.632, -2.867, -0.668], [-6.471, -0.508, -0.038], [-5.938, -1.718, 1.150], [-3.003, 0.185, 1.766], [-3.816, -1.317, 2.243], [-4.463, 0.594, 3.721]],
  "nbo_charge": [-0.636, 0.200, 0.239, -0.213, -0.697, 2.331, -0.946, -0.950, -0.384, -0.161, -0.246, 0.190, -0.257, -0.152, 0.235, 0.210, -0.591, 0.400, 0.083, -0.428, 0.670, -0.602, -0.189, -0.124, -0.256, 0.056, -0.407, 0.231, 0.200, 0.226, 0.237, -0.267, 0.051, -0.244, -0.209, -0.213, -0.199, -0.240, 0.220, 0.217, 0.217, 0.216, 0.212, 0.253, 0.206, 0.227, 0.213, 0.243, -0.219, -0.615, 0.229, 0.208, 0.201, 0.205, 0.202, 0.209, 0.198, 0.212],
  "e_homo_ev": -8.4662,
  "spin_multiplicity": 1,
  "energy_ha": -1773.1101,
  "smiles": "CCN(CC)S(=O)(=O)c1ccc(N[C@H]2c3ncccc3C(=O)N2Cc2ccccc2)cc1",
  "lumo_energy_ev": 0.229,
  "relative_energy_ev": 0.973
}